Record 1
This record from OMol25 describes a cluster of 2 separate species, C5H8O2 in total. The level of theory is the ωB97M-V functional and the def2-TZVPD basis.

The calculation puts the total energy at -9408.1487 eV. The strongest force on any atom comes out at 0.515 eV/Å. The value obtained for the gap between HOMO and LUMO is 10.37 eV. The charge is 0. The energy above the lowest of the compared OMol25 structures with the same formula, charge and spin comes out at 1.684 eV. The SMILES is C=C1CC(=O)C1.O.

CARTESIAN COORDINATES (ANGSTROEM)
1 O 2.24693 1.20936 0.36538
2 C 0.70913 -1.41651 -0.76841
3 C -0.15409 -0.57096 -0.21431
4 C -0.71199 -0.42063 1.19314
5 C -1.74221 0.54358 0.58476
6 O -2.75848 1.03624 0.98235
7 C -1.00686 0.56229 -0.76463
8 H 2.59020 1.58806 -0.45337
9 H 0.95773 -1.36115 -1.82622
10 H 1.21134 -2.18409 -0.18340
11 H 1.84746 0.37236 0.07914
12 H -1.10754 -1.31768 1.67774
13 H -0.02916 0.10060 1.87861
14 H -1.60736 0.36111 -1.65628
15 H -0.44511 1.49743 -0.89450


Record 2
This record from OMol25 describes the ion C6H8N with charge +1. The level of theory is the ωB97M-V functional and the def2-TZVPD basis.

The calculation puts the total energy at -7827.3378 eV. The strongest force on any atom comes out at 4.588 eV/Å. The value obtained for the gap between HOMO and LUMO is 8.57 eV. The charge is +1. The energy above the lowest of the compared OMol25 structures with the same formula, charge and spin comes out at 8.351 eV.

CARTESIAN COORDINATES (ANGSTROEM)
1 C -2.35325 -0.37199 0.09318
2 C -1.95132 0.83305 -0.50092
3 C -1.04918 -0.31452 0.45578
4 C -0.75010 1.11389 0.27973
5 C 0.18266 -0.95465 0.16657
6 C 0.91014 0.17440 -0.52706
7 N 1.97572 0.62541 0.33151
8 H -3.18599 -0.94999 0.33825
9 H -2.29274 1.22512 -1.44139
10 H 0.63658 -1.27652 1.08866
11 H -0.04603 -1.89376 -0.48860
12 H 1.31884 -0.10029 -1.51724
13 H 2.70719 1.17436 -0.07489
14 H 2.45864 -0.34918 0.59526
15 H 1.43883 1.06468 1.20116


Record 3
This record from OMol25 describes a cluster of 2 separate species, C4H10O4 in total. The level of theory is the ωB97M-V functional and the def2-TZVPD basis.

The calculation puts the total energy at -12499.4954 eV. The strongest force on any atom comes out at 1.480 eV/Å. The value obtained for the gap between HOMO and LUMO is 11.06 eV. The charge is 0. The energy above the lowest of the compared OMol25 structures with the same formula, charge and spin comes out at 1.111 eV. The SMILES is COC(=O)[C@@H](C)O.O.

CARTESIAN COORDINATES (ANGSTROEM)
1 O 3.88576 1.07383 -0.38438
2 H 3.26488 1.83952 -0.31796
3 H 3.82485 0.68174 -1.28688
4 C -0.70882 -0.43092 0.49663
5 C -0.88173 -0.00071 -0.98349
6 C 0.16692 -0.70708 -1.81965
7 O -2.26008 -0.25398 -1.40448
8 O -0.98308 -1.57781 0.79624
9 O -0.27850 0.51247 1.38468
10 C -0.88200 0.40606 2.68944
11 H -0.77319 1.09867 -1.01065
12 H 1.07790 -0.09400 -1.80603
13 H 0.29782 -1.65611 -1.30934
14 H -0.19655 -0.89909 -2.83861
15 H -2.46607 -1.19584 -1.24192
16 H -1.70976 1.10550 2.69312
17 H -1.19107 -0.62140 2.88498
18 H -0.18729 0.71916 3.45831


Record 4
This record from OMol25 describes a cluster of 2 separate species, C4H14N3O in total. The level of theory is the ωB97M-V functional and the def2-TZVPD basis.

The calculation puts the total energy at -10884.9924 eV. The strongest force on any atom comes out at 5.778 eV/Å. The value obtained for the gap between HOMO and LUMO is 9.91 eV. The charge is +1. The energy above the lowest of the compared OMol25 structures with the same formula, charge and spin comes out at 3.169 eV.

CARTESIAN COORDINATES (ANGSTROEM)
1 C 1.24189 1.81139 0.32257
2 C -0.12637 1.99909 -0.35843
3 C -0.60690 0.95210 -1.40707
4 N -2.66675 -1.59007 -1.22479
5 C -1.43253 -1.33771 -0.74649
6 N -0.49601 -0.43251 -0.96817
7 N 1.36002 0.34989 0.81159
8 H 1.59794 2.49419 1.06437
9 H 2.07408 1.90722 -0.45089
10 H 0.06481 2.97684 -0.90006
11 H -0.86976 1.93271 0.41350
12 H 0.10972 1.03903 -2.35400
13 H -1.57555 1.16846 -1.87617
14 H -3.32128 -2.22546 -0.87261
15 H -2.99551 -1.14537 -2.20295
16 H -1.12503 -1.93582 -0.01852
17 H 0.81426 -0.30767 0.06035
18 H 0.89874 -0.01045 1.73013
19 H 2.39983 0.00250 0.99800
20 H 1.28501 -3.11295 2.14235
21 H 2.04378 -2.27686 3.31193
22 O 1.32560 -2.25851 2.52538